C3H6N2OS2 | the ωB97M-V functional and the def2-TZVPD basis

XYZ file:
```
14
C3H6N2OS2 | OMol25 | the ωB97M-V functional and the def2-TZVPD basis
C -3.6644 1.1857 0.1217
C -2.4381 -0.8055 -0.0252
C 1.0356 0.7118 -0.0200
H -2.9486 1.8260 -0.5154
H -3.2545 1.3957 1.1586
H -4.6504 1.4731 -0.1231
H -2.3672 -1.8606 0.0279
H 0.3376 1.5107 0.2779
H 3.1091 -1.2968 0.2358
N -1.3042 -0.1497 0.0751
N 2.2902 1.0888 -0.1817
O -3.5791 -0.2453 -0.1937
S 0.2717 -0.9590 0.0261
S 3.5974 0.0709 0.0224
```

Computed properties:
HOMO level: -8.265 eV
E_tot: -1098.92972 a.u.
energy relative to the best compared isomer or geometry (same formula, charge and spin): 90.48 kcal/mol
charge: 0
frontier orbital gap: 0.32508 Ha

---

C3H6N2OS3 | the ωB97M-V functional and the def2-TZVPD basis

XYZ file:
```
15
C3H6N2OS3 | OMol25 | the ωB97M-V functional and the def2-TZVPD basis
C 1.0293 -1.2543 0.0325
C -0.9155 0.4227 -1.0396
C -1.5540 1.4452 -0.4381
N 1.4677 -0.9914 1.2907
N 0.7518 -0.7455 2.4528
O -1.8292 2.5975 -0.9837
S 2.1187 -1.3990 -1.1536
S -0.6936 -1.1160 -0.1160
S -0.4668 0.4492 -2.7327
H -0.1074 -0.2184 2.2215
H -2.0318 1.3307 0.5598
H 2.4478 -1.2318 1.2952
H 0.5401 -1.6476 3.0463
H -1.3652 2.8832 -1.8437
H 0.6081 -0.5247 -2.5916
```

Computed properties:
HOMO level: -8.198 eV
E_tot: -1497.13567 a.u.
energy relative to the best compared isomer or geometry (same formula, charge and spin): 24.99 kcal/mol
charge: 0
frontier orbital gap: 0.29992 Ha

---

C3H6N2S | the ωB97M-V functional and the def2-TZVPD basis

XYZ file:
```
12
C3H6N2S | OMol25 | the ωB97M-V functional and the def2-TZVPD basis
C -0.0548 1.1496 0.0506
C 1.2903 1.3364 -0.1933
C -0.0861 -1.3625 -0.0822
H -2.4110 0.3759 1.2399
H -0.8750 1.8677 0.2261
H 2.2712 0.6439 -0.7781
H 1.2494 2.3918 0.0010
H -0.7616 -2.2005 0.0521
H 1.4537 -2.5446 -0.0325
N -0.7804 -0.1174 -0.2586
N 1.2706 -1.4318 -0.0177
S -2.5663 -0.1087 -0.2072
```

Computed properties:
HOMO level: -8.590 eV
E_tot: -625.44929 a.u.
energy relative to the best compared isomer or geometry (same formula, charge and spin): 108.36 kcal/mol
charge: 0
frontier orbital gap: 0.32452 Ha

---

C3H6N2S | the ωB97M-V functional and the def2-TZVPD basis

XYZ file:
```
12
C3H6N2S | OMol25 | the ωB97M-V functional and the def2-TZVPD basis
C 0.5371 0.2802 0.0459
C 1.5372 -0.7137 0.1499
C 2.8834 -0.4318 -0.1925
H -2.6321 -0.2451 1.1839
H -0.3902 -1.4602 -0.7054
H 0.0849 2.3167 0.1466
H 1.1675 -1.7196 0.6630
H 3.8375 -0.9296 0.2197
H 3.1605 0.7334 -0.3926
N -0.6600 -0.4353 0.0408
N 0.8932 1.5637 0.0535
S -2.2879 -0.0876 -0.1122
```

Computed properties:
HOMO level: -9.039 eV
E_tot: -625.45551 a.u.
energy relative to the best compared isomer or geometry (same formula, charge and spin): 104.46 kcal/mol
charge: 0
frontier orbital gap: 0.34211 Ha

---

C3H6N2S | the ωB97M-V functional and the def2-TZVPD basis

XYZ file:
```
12
C3H6N2S | OMol25 | the ωB97M-V functional and the def2-TZVPD basis
C -2.7859 0.4099 -0.0416
C 1.1161 0.0831 -0.1557
C 2.3470 -0.7218 0.0810
N 0.8335 1.2671 -0.2006
N -1.5080 0.1905 -0.0615
S -0.7542 -1.1870 -0.1504
H -3.2303 1.4817 -0.1313
H -3.4880 -0.3316 0.2420
H 3.0876 -0.2756 -0.4809
H 2.4942 -0.7644 1.1981
H 2.0119 -1.7908 -0.2968
H -0.1239 1.6390 -0.0023
```

Computed properties:
HOMO level: -8.245 eV
E_tot: -625.50107 a.u.
energy relative to the best compared isomer or geometry (same formula, charge and spin): 75.87 kcal/mol
charge: 0
frontier orbital gap: 0.33120 Ha

---

C3H6N2S2 | the ωB97M-V functional and the def2-TZVPD basis

XYZ file:
```
13
C3H6N2S2 | OMol25 | the ωB97M-V functional and the def2-TZVPD basis
C -0.0798 -1.7536 -0.4948
C 0.6513 0.7895 -0.0076
C 0.3131 2.1894 -0.1832
N -0.9243 -0.3125 1.2664
N -0.9819 -1.3553 0.6656
S -1.8660 -2.6675 1.0427
S 0.3711 -0.2808 -1.3607
H 0.8243 -2.2443 0.0278
H -0.7015 -2.4559 -0.9774
H 1.4414 0.5385 0.6485
H 1.2274 2.6616 -0.4303
H 0.1129 2.7683 0.7576
H -0.3879 2.1226 -0.9546
```

Computed properties:
HOMO level: -8.078 eV
E_tot: -1023.61946 a.u.
energy relative to the best compared isomer or geometry (same formula, charge and spin): 115.13 kcal/mol
charge: 0
frontier orbital gap: 0.27189 Ha

---

C3H6N2S2 | the ωB97M-V functional and the def2-TZVPD basis

XYZ file:
```
13
C3H6N2S2 | OMol25 | the ωB97M-V functional and the def2-TZVPD basis
C -1.4011 -0.0839 -0.0169
C -0.4845 -1.0559 0.7083
C 1.5819 0.2132 -0.5550
H -2.7423 -1.3333 -0.0779
H -0.3796 -0.5837 1.6708
H -0.8665 -2.0308 0.7790
H 2.6521 0.3330 -0.3465
H 1.4361 0.3868 -1.5886
H -1.2331 1.6966 -0.9712
N -2.6147 -0.3399 -0.4096
N -0.9197 1.1784 -0.1625
S 1.0829 -1.4673 -0.0964
S 0.6481 1.5436 0.3289
```

Computed properties:
HOMO level: -8.947 eV
E_tot: -1023.76853 a.u.
energy relative to the best compared isomer or geometry (same formula, charge and spin): 21.59 kcal/mol
charge: 0
frontier orbital gap: 0.35241 Ha

---

C3H6N2S2 | the ωB97M-V functional and the def2-TZVPD basis

XYZ file:
```
13
C3H6N2S2 | OMol25 | the ωB97M-V functional and the def2-TZVPD basis
C 1.3985 -1.3597 -0.0991
C 0.3397 -0.8016 0.7625
C -0.7714 0.1538 0.1622
H 3.0331 1.0354 -0.5456
H 1.1882 1.0877 -0.2741
H 1.3306 -2.4424 -0.5615
H -0.3472 -1.4201 1.2731
H 0.8035 -0.1111 1.4491
H -2.1396 -1.9717 0.1872
N 2.2801 0.6072 -0.1174
N 2.5013 -0.8558 -0.2880
S -2.3302 -0.6265 -0.2551
S -0.3660 1.7270 0.0273
```

Computed properties:
HOMO level: -8.309 eV
E_tot: -1023.64370 a.u.
energy relative to the best compared isomer or geometry (same formula, charge and spin): 99.92 kcal/mol
charge: 0
frontier orbital gap: 0.27352 Ha

---

C3H6N2S2 | the ωB97M-V functional and the def2-TZVPD basis

XYZ file:
```
13
C3H6N2S2 | OMol25 | the ωB97M-V functional and the def2-TZVPD basis
C -1.8820 -0.0226 0.7250
C -0.6950 -0.7132 -0.0166
C 0.4111 0.2457 -0.4584
H -2.2915 0.8957 0.1589
H -1.3216 0.4897 1.5676
H -2.6871 -0.7739 0.9804
H 0.5747 1.9685 -1.2082
H 2.3627 0.2801 -1.4083
H 2.1132 -0.0388 1.4161
N -0.1247 1.4011 -0.6121
N 1.7829 -0.3214 -0.8862
S -0.8560 -2.2659 -0.5844
S 2.6133 -1.1451 0.3263
```

Computed properties:
HOMO level: -8.690 eV
E_tot: -1023.68090 a.u.
energy relative to the best compared isomer or geometry (same formula, charge and spin): 76.58 kcal/mol
charge: 0
frontier orbital gap: 0.29173 Ha